Entry 1:
Entry from OMol25: a 2-piece molecular cluster, C3H7IN2O overall in a non-equilibrium geometry (ωB97M-V with the def2-TZVPD basis set).

Computed properties:
- Molecular weight: 214.006 g/mol
- LUMO level: 0.020 Ha
- Largest force on an atom: 2.8 eV Å⁻¹
- HOMO-LUMO gap: 8.96 eV
- Highest occupied orbital energy: -8.4 eV

Structure (XYZ):
```
14
C3H7IN2O, DFT ωB97M-V with the def2-TZVPD basis set
C 1.485 -1.265 -0.454
C -0.017 2.569 -0.382
C -1.451 -0.280 1.217
N 0.164 -0.702 -0.361
N -0.283 -0.527 0.894
O -0.436 1.919 0.530
I -3.180 -0.464 -0.057
H 2.412 -0.542 -0.564
H 1.566 -1.976 -1.271
H 1.648 -1.900 0.528
H -0.777 3.107 -0.990
H -0.594 -0.897 -1.007
H 1.013 2.369 -0.753
H -1.440 0.070 2.233
```

Results of the natural (NBO) charge analysis, in e, for atoms 1 through 6:
1. C -0.415
2. C 0.267
3. C -0.085
4. N -0.472
5. N -0.222
6. O -0.507

Entry 2:
Entry from OMol25: C3H7IN3 as an isolated structure in a non-equilibrium geometry (ωB97M-V with the def2-TZVPD basis set).

Computed properties:
- Charge: +1
- Molecular weight: 212.014 g/mol
- LUMO level (spin up / spin down): -0.204 / -0.204 Ha
- Largest force on an atom: 4.5 eV Å⁻¹
- HOMO-LUMO gap (spin up / spin down): 8.10 / 7.05 eV
- Highest occupied orbital energy (spin up / spin down): -13.6 / -12.6 eV

Structure (XYZ):
```
14
C3H7IN3, DFT ωB97M-V with the def2-TZVPD basis set
C -1.108 0.573 -1.356
C -0.696 0.450 0.125
C 1.339 -0.701 0.825
N -0.667 -1.761 0.612
N -1.463 -0.601 -2.110
N 0.127 -0.736 0.331
I -2.428 -1.824 -0.922
H -1.885 1.307 -1.536
H -0.326 0.909 -2.037
H -0.106 1.426 0.114
H -1.523 0.317 0.866
H 2.016 -1.570 0.859
H 1.758 0.260 1.022
H -0.414 -2.668 0.655
```

Results of the natural (NBO) charge analysis, in e, for atoms 1 through 6:
1. C -0.337
2. C -0.281
3. C 0.004
4. N -0.571
5. N -0.502
6. N -0.092

Entry 3:
Entry from OMol25: C3H7IN4 as an isolated structure in a non-equilibrium geometry (ωB97M-V with the def2-TZVPD basis set).

Computed properties:
- Molecular weight: 226.021 g/mol
- LUMO level (spin up / spin down): 0.016 / 0.016 Ha
- Largest force on an atom: 4.4 eV Å⁻¹
- HOMO-LUMO gap (spin up / spin down): 7.74 / 7.46 eV
- Highest occupied orbital energy (spin up / spin down): -7.3 / -7.0 eV

Structure (XYZ):
```
15
C3H7IN4, DFT ωB97M-V with the def2-TZVPD basis set
C 0.642 1.689 0.099
C 1.269 0.420 0.582
C 0.394 -0.788 0.334
N -1.190 -1.353 -1.083
N -1.918 -0.851 -0.091
N 0.085 -1.068 -0.979
N -1.353 -0.637 1.005
I 3.114 -0.009 -0.431
H 0.396 1.630 -0.965
H 1.416 2.518 0.286
H -0.251 1.864 0.735
H 1.419 0.380 1.666
H 0.746 -1.603 0.983
H -1.767 -1.376 -2.034
H -3.001 -0.816 -0.106
```

Results of the natural (NBO) charge analysis, in e, for atoms 1 through 6:
1. C -0.654
2. C -0.328
3. C 0.063
4. N -0.171
5. N -0.159
6. N -0.430

Entry 4:
Entry from OMol25: an isolated ion of composition C3H7INO and charge +1 in a non-equilibrium geometry (ωB97M-V with the def2-TZVPD basis set).

Computed properties:
- Charge: +1
- Molecular weight: 199.999 g/mol
- LUMO level: -0.172 Ha
- Largest force on an atom: 5.9 eV Å⁻¹
- HOMO-LUMO gap: 9.18 eV
- Highest occupied orbital energy: -13.9 eV

Structure (XYZ):
```
13
C3H7INO, DFT ωB97M-V with the def2-TZVPD basis set
C -0.431 -0.756 -0.162
C -0.478 0.644 1.351
C 0.882 -0.797 -1.024
N -0.798 0.718 -0.122
O -0.118 -0.727 1.220
I 1.570 1.698 1.722
H -1.201 -1.336 -0.468
H -1.029 0.890 2.198
H 1.591 -0.005 -0.890
H 0.482 -0.834 -2.073
H 1.376 -1.754 -0.668
H -0.095 1.231 -0.767
H -1.751 1.027 -0.317
```

Results of the natural (NBO) charge analysis, in e, for atoms 1 through 6:
1. C 0.294
2. C 0.199
3. C -0.674
4. N -0.589
5. O -0.473
6. I 0.090

Entry 5:
Entry from OMol25: a 2-piece molecular cluster, C3H7INO overall in a non-equilibrium geometry (ωB97M-V with the def2-TZVPD basis set).

Computed properties:
- Charge: +1
- Molecular weight: 199.999 g/mol
- LUMO level: -0.152 Ha
- Largest force on an atom: 1.0 eV Å⁻¹
- HOMO-LUMO gap: 8.53 eV
- Highest occupied orbital energy: -12.7 eV

Structure (XYZ):
```
13
C3H7INO, DFT ωB97M-V with the def2-TZVPD basis set
C -0.673 1.199 0.293
C 1.442 -0.642 0.032
C -1.469 0.489 -0.492
N 0.464 -1.497 -0.015
O 0.641 1.276 -0.080
I -3.428 -0.056 -0.004
H -0.990 1.640 1.226
H 1.889 -0.380 0.984
H 2.001 -0.409 -0.864
H 1.102 1.969 0.416
H -1.130 0.110 -1.444
H 0.019 -1.818 0.837
H 0.133 -1.881 -0.890
```

Results of the natural (NBO) charge analysis, in e, for atoms 1 through 6:
1. C 0.053
2. C 0.133
3. C -0.427
4. N -0.642
5. O -0.651
6. I 0.231

Entry 6:
Entry from OMol25: a 2-piece molecular cluster, C3H7INP overall in a non-equilibrium geometry (ωB97M-V with the def2-TZVPD basis set).

Computed properties:
- Spin multiplicity: 3
- Molecular weight: 214.974 g/mol
- Expectation value of S²: 2.012
- LUMO level (spin up / spin down): 0.018 / -0.074 Ha
- Largest force on an atom: 5.0 eV Å⁻¹
- HOMO-LUMO gap (spin up / spin down): 6.20 / 7.38 eV
- Highest occupied orbital energy (spin up / spin down): -5.7 / -9.4 eV

Structure (XYZ):
```
13
C3H7INP, DFT ωB97M-V with the def2-TZVPD basis set
C 0.206 0.571 2.055
C 0.126 -1.022 -1.209
C 1.463 0.734 2.403
N -2.411 -0.466 -2.670
P -0.944 -0.235 -2.223
I 2.850 1.796 1.223
H -0.203 0.952 1.135
H -0.477 0.034 2.692
H 1.099 -0.600 -1.056
H -0.285 -1.641 -0.427
H 1.891 0.350 3.311
H -2.980 -1.024 -2.048
H -0.335 0.550 -3.186
```

Results of the natural (NBO) charge analysis, in e, for atoms 1 through 6:
1. C -0.413
2. C -0.712
3. C -0.334
4. N -0.992
5. P 0.926
6. I 0.109

Entry 7:
Entry from OMol25: an isolated ion of composition C3H7INS and charge +1 in a non-equilibrium geometry (ωB97M-V with the def2-TZVPD basis set).

Computed properties:
- Charge: +1
- Molecular weight: 216.067 g/mol
- LUMO level (spin up / spin down): -0.209 / -0.211 Ha
- Largest force on an atom: 2.5 eV Å⁻¹
- HOMO-LUMO gap (spin up / spin down): 7.53 / 7.29 eV
- Highest occupied orbital energy (spin up / spin down): -13.2 / -13.0 eV

Structure (XYZ):
```
13
C3H7INS, DFT ωB97M-V with the def2-TZVPD basis set
C -0.502 0.813 0.003
C -1.512 -0.235 -0.424
C 1.440 -0.743 0.007
N 0.630 0.196 0.777
S -0.714 -1.577 -1.349
I 2.794 0.058 -1.355
H -0.074 1.306 -0.876
H -0.988 1.553 0.645
H -2.048 -0.654 0.428
H -2.238 0.232 -1.093
H 1.756 -1.635 0.523
H 1.216 0.973 1.120
H 0.240 -0.288 1.594
```

Results of the natural (NBO) charge analysis, in e, for atoms 1 through 6:
1. C -0.228
2. C -0.598
3. C -0.244
4. N -0.582
5. S 0.171
6. I 0.350

Entry 8:
Entry from OMol25: the molecule C3H7IO in a non-equilibrium geometry (ωB97M-V with the def2-TZVPD basis set).

Computed properties:
- Spin multiplicity: 3
- Molecular weight: 185.992 g/mol
- Expectation value of S²: 2.006
- LUMO level (spin up / spin down): 0.030 / -0.122 Ha
- Largest force on an atom: 4.9 eV Å⁻¹
- HOMO-LUMO gap (spin up / spin down): 6.16 / 6.16 eV
- Highest occupied orbital energy (spin up / spin down): -5.4 / -9.5 eV

Structure (XYZ):
```
12
C3H7IO, DFT ωB97M-V with the def2-TZVPD basis set
C -0.038 1.793 0.195
C -0.439 -1.851 0.086
C 0.206 0.340 -0.287
O -0.340 -0.544 0.614
I 2.494 -0.028 -0.347
H 0.373 1.769 1.118
H 0.322 2.713 -0.351
H -1.066 2.040 0.247
H 0.472 -2.281 -0.452
H -1.439 -1.845 -0.394
H -0.515 -2.353 1.039
H -0.031 0.247 -1.468
```

Results of the natural (NBO) charge analysis, in e, for atoms 1 through 6:
1. C -0.676
2. C -0.274
3. C -0.105
4. O -0.559
5. I 0.249
6. H 0.198

Entry 9:
Entry from OMol25: C3H7IO3S as an isolated structure in a non-equilibrium geometry (ωB97M-V with the def2-TZVPD basis set).

Computed properties:
- Molecular weight: 250.057 g/mol
- LUMO level (spin up / spin down): -0.044 / -0.077 Ha
- Largest force on an atom: 4.8 eV Å⁻¹
- HOMO-LUMO gap (spin up / spin down): 8.04 / 6.50 eV
- Highest occupied orbital energy (spin up / spin down): -9.2 / -8.6 eV

Structure (XYZ):
```
15
C3H7IO3S, DFT ωB97M-V with the def2-TZVPD basis set
C -0.668 -1.985 -0.944
C 1.771 1.390 1.110
C -1.330 -1.223 0.221
O -0.209 0.956 -1.995
O -0.733 2.303 0.067
O 1.533 1.117 -0.264
S -0.106 1.133 -0.534
I -3.091 -0.087 0.125
H -1.401 -2.690 -1.450
H 0.103 -2.663 -0.309
H -0.192 -1.238 -1.614
H 0.887 0.881 1.618
H 1.656 2.361 1.391
H 2.652 0.828 1.422
H -0.869 -1.086 1.158
```

Results of the natural (NBO) charge analysis, in e, for atoms 1 through 6:
1. C -0.725
2. C -0.261
3. C -0.257
4. O -0.912
5. O -0.903
6. O -0.681

For reference, total energy by record: -600.83310 -579.96480 -635.02302 -545.85046 -545.88058 -812.09609 -868.79217 -491.23754 -1039.95153 Ha.
For reference, ΔE to the lowest compared entry with this formula, charge and spin by record: 79.8 641.3 171.6 197.9 118.8 184.5 123.7 0.0 101.1 kJ/mol.